Molecular formula: C6H10O
Method: DFT, ωB97M-V/def2-TZVPD

As for the energy above the lowest of the compared OMol25 structures with the same formula, charge and spin: 49.04 kcal/mol. For the max |F|, the calculation gives 0.51 eV/Å. As for the LUMO energy: 0.13 eV. The SMILES is C=CC/C=C\C=O.[H][H]. The value obtained for the molecular weight is 98.14 g mol⁻¹. Its HOMO-LUMO gap is 9.78 eV.

Structure (XYZ):
```
17
Properties=species:S:1:pos:R:3:nbo_charge:R:1
C -1.99 0.19 0.80 -0.39
C -1.43 0.98 -0.11 -0.17
C 0.00 1.48 -0.01 -0.51
C 0.86 0.71 -0.97 -0.04
C 1.64 -0.35 -0.69 -0.35
C 1.82 -0.95 0.65 0.40
O 1.22 -0.65 1.66 -0.54
H -1.45 -0.12 1.69 0.21
H -0.87 -2.04 -0.31 0.01
H -3.01 -0.18 0.67 0.20
H -1.98 1.26 -1.00 0.20
H 0.03 2.55 -0.27 0.22
H 0.36 1.35 1.01 0.25
H 0.81 1.03 -2.01 0.20
H 2.19 -0.82 -1.50 0.21
H -0.69 -2.74 -0.48 -0.01
H 2.59 -1.75 0.68 0.11
```